# 1
Formula: C42H44N3O4S3Sn
Source: the OMol25 dataset
Level of theory: the ωB97M-V functional and the def2-TZVPD basis

LUMO = 2.2 eV
Electronic energy = -3500.83904 Ha
Energy above the lowest of the compared OMol25 structures with the same formula, charge and spin = 0.926 eV
Spin multiplicity = 1
Frontier orbital gap = 6.253 eV
Net charge = -1

Each line ends with the Mulliken charge.
Positions of all 97 atoms, in Å:
Sn 0.657 0.478 0.449  1.81
C -0.289 1.024 5.547  -1.95
C 0.224 1.016 4.136  -0.01
N -0.371 0.408 3.173  1.44
N -1.552 -0.196 3.493  -1.25
C -2.108 -0.766 2.427  -0.42
O -1.679 -0.821 1.256  0.06
C -3.436 -1.429 2.713  0.17
C -3.859 -1.736 4.003  -0.16
C -5.077 -2.365 4.212  -0.74
C -5.894 -2.684 3.135  -0.31
C -5.481 -2.376 1.846  -0.79
C -4.256 -1.759 1.638  -0.49
C 1.409 1.835 3.776  0.69
C 2.061 2.646 4.709  -0.93
C 3.114 3.445 4.292  -0.48
C 3.503 3.415 2.965  -1.28
C 2.811 2.565 2.112  -0.68
N 1.802 1.808 2.499  0.54
H -0.867 0.120 5.724  0.37
H -0.958 1.872 5.720  0.27
H 0.525 1.081 6.271  0.49
H -3.219 -1.465 4.832  0.44
H -5.393 -2.607 5.221  0.39
H -6.848 -3.171 3.300  0.36
H -6.114 -2.620 1.001  0.40
H -3.901 -1.529 0.641  0.61
H 1.740 2.674 5.740  0.34
H 3.622 4.086 5.003  0.40
H 4.320 4.019 2.594  0.45
H 3.092 2.477 1.066  0.76
C 3.939 0.639 1.190  -1.57
O 2.719 0.275 0.672  0.38
H 3.883 0.978 2.238  0.51
H 4.418 1.456 0.621  0.50
H 4.649 -0.208 1.173  0.15
C -3.436 2.870 -0.058  0.07
C -2.627 3.784 -0.980  -0.68
C -1.212 3.661 -0.407  0.61
O -1.348 3.203 0.940  -0.33
C -2.719 3.052 1.270  -0.39
H -3.343 1.832 -0.378  -0.36
H -4.496 3.126 -0.012  0.50
H -2.989 4.812 -0.909  0.32
H -2.665 3.479 -2.027  0.32
H -0.673 4.613 -0.414  0.27
H -0.621 2.923 -0.959  -0.63
H -3.083 3.945 1.799  0.31
H -2.808 2.193 1.937  0.08
C -0.206 -4.189 0.799  -1.95
C 0.250 -2.898 0.161  1.96
C -0.303 -2.696 -1.226  -0.10
C 0.731 -1.817 0.911  -1.19
C 1.986 -2.620 0.152  0.91
C 2.758 -3.456 0.965  -0.24
C 4.083 -3.702 0.653  -0.93
C 4.631 -3.135 -0.491  -0.73
C 3.872 -2.304 -1.306  -0.73
C 2.558 -2.025 -0.980  0.78
H -1.299 -4.171 0.800  0.47
H 0.126 -4.281 1.831  0.45
H 0.115 -5.061 0.227  0.34
H -1.391 -2.689 -1.125  0.63
H -0.023 -3.513 -1.896  0.52
H -0.014 -1.738 -1.655  -1.47
H 0.817 -2.031 1.979  0.35
H 2.314 -3.903 1.845  0.35
H 4.684 -4.336 1.292  0.41
H 5.666 -3.334 -0.745  0.37
H 4.307 -1.840 -2.182  0.46
H 1.995 -1.316 -1.578  -0.09
O 0.735 0.448 -2.057  -1.31
C 0.428 0.441 -3.380  2.53
C 0.394 1.893 -3.890  -1.02
C 1.174 2.904 -3.414  -0.10
C 0.939 4.143 -4.070  -0.82
C -0.020 4.049 -5.032  -0.52
S -0.643 2.458 -5.138  -0.17
C -0.948 -0.174 -3.625  -1.04
C -1.480 -0.870 -4.670  -0.31
C -2.853 -1.193 -4.476  -0.97
C -3.325 -0.731 -3.283  -0.58
S -2.110 0.075 -2.386  0.54
C 1.478 -0.345 -4.179  -0.60
C 1.638 -1.701 -4.218  -0.37
C 2.805 -2.111 -4.916  -0.78
C 3.512 -1.054 -5.405  -0.45
S 2.760 0.432 -5.017  -0.11
H 1.859 2.744 -2.593  0.43
H 1.448 5.065 -3.825  0.40
H -0.406 4.837 -5.660  0.46
H -0.906 -1.136 -5.547  0.57
H -3.454 -1.749 -5.182  0.42
H -4.317 -0.851 -2.878  0.48
H 0.937 -2.380 -3.753  0.39
H 3.103 -3.142 -5.048  0.40
H 4.428 -1.077 -5.975  0.43

=====

# 2
Formula: C15H48N4O9
Source: the OMol25 dataset
Level of theory: the ωB97M-V functional and the def2-TZVPD basis

LUMO = 0.4 eV
Electronic energy = -1496.38311 Ha
Energy above the lowest of the compared OMol25 structures with the same formula, charge and spin = 0.000 eV
Spin multiplicity = 1
SMILES = NC(N)=O.NC(N)=O.CCO.CCO.CCO.CCO.CCO.CCO.CO
Frontier orbital gap = 9.486 eV

Each line ends with the Mulliken charge.
Positions of all 76 atoms, in Å:
C -17.814 -6.229 8.978  -0.92
C -19.011 -5.593 9.638  0.17
O -19.989 -5.538 8.630  -0.58
H -17.133 -6.394 9.801  0.32
H -17.393 -5.468 8.360  0.57
H -18.101 -7.206 8.579  -0.26
H -18.857 -4.588 9.891  0.73
H -19.365 -6.107 10.525  -0.36
H -20.717 -5.007 8.949  0.09
C -18.337 -12.794 12.294  -1.30
C -18.120 -12.664 10.805  0.00
O -19.179 -12.053 10.147  -0.66
H -17.480 -13.333 12.676  0.39
H -19.196 -13.428 12.553  0.35
H -18.450 -11.812 12.753  0.23
H -17.925 -13.659 10.363  0.43
H -17.178 -12.099 10.623  0.16
H -18.908 -11.933 9.221  0.12
C -16.262 -9.785 12.196  -1.54
C -17.281 -9.178 11.253  1.01
O -18.282 -8.465 11.874  -0.62
H -16.740 -10.521 12.885  0.25
H -15.615 -9.118 12.773  0.37
H -15.633 -10.414 11.630  0.44
H -17.705 -9.971 10.615  -0.42
H -16.836 -8.564 10.526  0.08
H -19.115 -8.689 11.405  0.35
C -23.387 -4.979 8.484  -0.46
C -23.052 -3.678 9.158  -0.48
O -21.710 -3.419 9.246  -0.54
H -22.855 -5.052 7.518  0.07
H -24.480 -5.093 8.380  0.41
H -22.875 -5.743 9.058  -0.02
H -23.508 -3.630 10.139  0.32
H -23.501 -2.876 8.593  0.46
H -21.676 -2.570 9.718  0.31
C -22.324 -10.619 6.732  -0.31
C -21.647 -11.768 6.052  -0.45
O -20.336 -11.534 5.630  -0.53
H -23.343 -10.802 7.036  0.46
H -22.329 -9.813 6.030  0.02
H -21.762 -10.411 7.632  -0.18
H -22.200 -12.005 5.125  0.33
H -21.680 -12.685 6.678  0.35
H -20.065 -12.382 5.309  0.28
C -20.943 -6.493 13.129  -1.17
C -21.156 -5.192 12.296  0.53
O -19.979 -4.382 12.391  -0.57
H -20.108 -7.002 12.781  0.25
H -21.784 -7.155 13.044  0.23
H -20.853 -6.227 14.137  0.53
H -21.952 -4.512 12.694  0.45
H -21.287 -5.327 11.219  -0.35
H -19.953 -4.020 13.255  0.29
C -21.001 -8.728 10.022  -0.44
O -21.958 -7.798 10.330  -0.73
N -20.754 -9.785 10.738  0.07
N -20.188 -8.559 9.074  1.33
H -21.418 -9.885 11.503  0.24
H -20.102 -10.540 10.458  0.25
H -20.191 -7.624 8.679  0.00
H -19.494 -9.242 8.784  -0.50
C -17.493 -10.446 7.501  0.50
O -17.409 -11.788 8.034  -0.78
N -18.485 -9.938 6.812  -0.32
N -16.605 -9.600 7.801  -0.25
H -19.277 -10.434 6.511  0.23
H -18.534 -8.950 6.534  0.20
H -15.855 -9.840 8.506  0.26
H -16.595 -8.618 7.411  0.25
C -22.033 -7.291 6.226  -0.18
O -21.854 -7.510 4.875  -0.58
H -21.634 -6.335 6.406  0.41
H -21.434 -7.960 6.835  -0.20
H -23.105 -7.308 6.524  0.29
H -21.333 -6.824 4.493  0.31

=====

# 3
Formula: C52H51BF3N11SbY
Source: the OMol25 dataset
Level of theory: the ωB97M-V functional and the def2-TZVPD basis

LUMO = -4.5 eV
Electronic energy = -3217.27665 Ha
Spin multiplicity = 1
Frontier orbital gap = 8.047 eV
Net charge = +2

Each line ends with the Mulliken charge.
Positions of all 120 atoms, in Å:
Y 0.118 0.728 0.576  -1.59
C 4.752 2.495 3.224  -1.50
C 3.944 2.283 1.984  0.84
C 4.235 2.662 0.684  -1.44
C 3.123 2.286 -0.071  -0.69
N 2.228 1.681 0.707  1.31
N 2.741 1.679 1.973  -0.16
B 1.998 1.029 3.156  -1.23
N 0.667 1.816 3.380  1.09
N -0.103 2.150 2.305  0.98
C -1.088 2.939 2.761  -0.16
C -0.960 3.094 4.140  -1.46
C 0.178 2.387 4.493  0.80
C 0.823 2.277 5.839  -1.38
C -2.071 3.565 1.859  0.38
C -3.405 3.694 2.238  -0.45
C -4.313 4.331 1.404  -0.94
C -3.895 4.857 0.186  -0.58
C -2.561 4.755 -0.189  -0.71
C -1.655 4.115 0.646  -0.29
N 1.698 -0.475 2.832  1.14
N 1.302 -0.947 1.602  0.07
C 1.237 -2.284 1.693  0.56
C 1.600 -2.666 2.992  -1.38
C 1.874 -1.507 3.681  0.38
C 2.347 -1.369 5.092  -1.44
C 0.963 -3.248 0.592  0.64
C 1.343 -3.019 -0.858  -1.41
C 0.928 -4.140 -1.844  1.16
C 1.097 -5.505 -1.216  -0.98
C 0.891 -5.667 0.089  -1.04
C 0.713 -4.512 0.968  -0.67
C 2.848 2.591 -1.490  0.58
C 1.584 3.023 -1.890  0.90
C 1.351 3.436 -3.195  -0.60
C 2.380 3.403 -4.125  -0.71
C 3.639 2.949 -3.744  -0.77
C 3.873 2.552 -2.434  -0.72
H 5.644 3.068 2.980  0.43
H 5.065 1.547 3.668  0.29
H 4.185 3.046 3.977  0.29
H 5.104 3.208 0.344  0.59
H 2.657 1.081 4.150  -0.07
H -1.565 3.711 4.792  0.63
H 0.211 2.789 6.577  0.45
H 1.814 2.736 5.841  0.24
H 0.942 1.239 6.152  0.13
H -3.723 3.309 3.204  0.48
H -5.348 4.440 1.713  0.46
H -4.600 5.378 -0.452  0.47
H -2.221 5.208 -1.116  0.51
H -0.598 4.108 0.399  0.68
H 1.721 -3.667 3.373  0.60
H 2.375 -2.351 5.561  0.45
H 1.688 -0.729 5.680  0.13
H 3.349 -0.940 5.136  0.26
H 2.443 -2.967 -0.861  0.71
H 1.597 -4.052 -2.697  0.59
H 1.258 -6.348 -1.882  0.43
H 0.890 -6.656 0.535  0.42
H 0.490 -4.716 2.010  0.48
H 0.792 3.119 -1.155  0.16
H 0.376 3.820 -3.482  0.48
H 2.205 3.744 -5.140  0.43
H 4.447 2.917 -4.469  0.48
H 4.858 2.204 -2.139  0.51
C -4.704 -0.237 3.712  -1.20
N -3.319 -0.616 3.410  0.24
C -2.543 -1.291 4.448  -1.29
C -2.718 -0.311 2.245  0.11
N -1.452 -0.444 1.999  0.28
N -3.584 0.144 1.264  0.23
C -3.283 0.698 0.036  -0.53
N -4.374 0.927 -0.719  -0.20
N -2.076 0.966 -0.350  0.98
H -5.428 -0.967 3.339  0.32
H -4.936 0.752 3.314  0.40
H -4.820 -0.177 4.789  0.41
H -3.229 -1.755 5.148  0.47
H -1.904 -0.589 4.993  0.32
H -1.927 -2.084 4.020  0.46
H -0.963 -0.790 2.812  -0.39
H -4.555 -0.024 1.434  0.33
H -5.309 0.806 -0.375  0.19
H -4.276 1.345 -1.627  0.19
H -2.110 1.389 -1.273  -0.47
F -4.200 -4.195 -4.194  -0.43
C -2.985 -4.179 -3.629  0.10
C -1.886 -3.901 -4.411  -0.59
C -0.635 -3.873 -3.804  -0.15
C -0.484 -4.103 -2.439  0.02
C -1.623 -4.405 -1.689  -0.42
C -2.878 -4.443 -2.276  -0.46
Sb 1.098 -1.008 -1.721  1.63
C 2.443 -1.235 -3.352  0.86
C 3.401 -2.250 -3.332  -0.43
C 4.343 -2.360 -4.345  -0.75
C 4.325 -1.432 -5.366  0.05
F 5.234 -1.523 -6.336  -0.33
C 3.402 -0.406 -5.408  -0.59
C 2.466 -0.305 -4.389  -0.69
C -0.737 -0.649 -2.810  0.44
C -0.806 0.564 -3.499  0.31
C -1.983 0.974 -4.123  -0.94
C -3.087 0.148 -4.048  -0.32
F -4.230 0.533 -4.636  -0.40
C -3.064 -1.049 -3.361  -0.96
C -1.889 -1.430 -2.726  0.10
H -2.008 -3.724 -5.474  0.48
H 0.241 -3.660 -4.413  0.41
H -1.532 -4.633 -0.634  0.43
H -3.768 -4.687 -1.707  0.50
H 3.437 -2.972 -2.526  0.26
H 5.084 -3.151 -4.348  0.49
H 3.423 0.306 -6.228  0.53
H 1.761 0.511 -4.432  0.32
H 0.046 1.231 -3.537  -0.29
H -2.044 1.909 -4.670  0.57
H -3.952 -1.673 -3.332  0.56
H -1.884 -2.351 -2.163  0.59

=====

# 4
Formula: C4H12
Source: the OMol25 dataset
Level of theory: the ωB97M-V functional and the def2-TZVPD basis

LUMO = 1.1 eV
Electronic energy = -159.56667 Ha
Energy above the lowest of the compared OMol25 structures with the same formula, charge and spin = 0.498 eV
Spin multiplicity = 1
SMILES = CC.CC
Frontier orbital gap = 12.552 eV

Each line ends with the natural charge from an NBO analysis.
Positions of all 16 atoms, in Å:
C 0.053 -1.558 -0.035  -0.63
C 0.070 -3.092 -0.133  -0.62
H -0.028 -1.132 -1.053  0.20
H -0.828 -1.147 0.416  0.21
H 1.038 -1.272 0.329  0.21
H -0.002 -3.455 -1.170  0.21
H -0.859 -3.538 0.248  0.20
H 0.929 -3.513 0.370  0.21
C 0.448 2.090 0.632  -0.62
C -0.566 2.640 -0.342  -0.62
H 1.396 2.620 0.613  0.20
H 0.085 2.062 1.667  0.21
H 0.767 1.076 0.350  0.21
H -0.557 2.108 -1.302  0.20
H -0.352 3.668 -0.576  0.21
H -1.594 2.443 -0.015  0.21

=====

# 5
Formula: C35H40As2CaSi
Source: the OMol25 dataset
Level of theory: the ωB97M-V functional and the def2-TZVPD basis

LUMO = 0.0 eV
Electronic energy = -6796.28600 Ha
Energy above the lowest of the compared OMol25 structures with the same formula, charge and spin = 0.000 eV
Spin multiplicity = 1
Frontier orbital gap = 5.260 eV

Each line ends with the natural charge from an NBO analysis.
Positions of all 79 atoms, in Å:
Ca 1.271 -0.574 2.299  1.77
C 0.558 -1.281 4.710  -0.40
C -0.188 -0.115 4.443  -0.39
C 0.717 0.960 4.331  -0.40
C 2.025 0.463 4.543  -0.42
C 1.926 -0.926 4.775  -0.42
H 0.149 -2.265 4.891  0.23
H -1.263 -0.048 4.378  0.24
H 0.446 1.996 4.180  0.23
H 2.931 1.052 4.573  0.23
H 2.745 -1.588 5.017  0.23
C 0.121 2.547 0.413  -0.72
C 1.267 2.206 -0.538  -0.73
As 1.566 0.274 -0.484  0.81
C 3.477 0.153 0.031  -0.37
C 3.833 -1.080 0.582  -0.29
C 5.115 -1.317 1.063  -0.20
C 6.062 -0.308 1.001  -0.21
C 5.725 0.923 0.453  -0.21
C 4.443 1.154 -0.026  -0.16
C 1.664 -0.315 -2.317  -0.37
C 1.040 -1.510 -2.655  -0.13
C 1.082 -1.956 -3.970  -0.22
C 1.741 -1.212 -4.936  -0.20
C 2.366 -0.017 -4.594  -0.20
C 2.331 0.432 -3.284  -0.22
As -1.721 1.883 -0.027  0.91
C -1.494 -0.036 -0.260  -0.58
C -1.442 -0.809 1.059  -0.66
C -1.268 -3.259 0.204  -0.33
C -1.871 -3.111 -1.005  -0.20
C -2.160 -1.958 -1.770  -0.46
C -1.952 -0.622 -1.429  -0.20
C -1.750 2.604 -1.852  -0.35
C -1.015 2.121 -2.935  -0.24
C -1.054 2.765 -4.163  -0.21
C -1.831 3.903 -4.331  -0.21
C -2.572 4.390 -3.266  -0.23
C -2.531 3.742 -2.038  -0.16
H -0.007 3.631 0.483  0.23
H 0.349 2.217 1.437  0.19
H 2.184 2.716 -0.238  0.22
H 1.036 2.507 -1.558  0.25
H 3.103 -1.894 0.584  0.20
H 5.372 -2.284 1.477  0.22
H 7.062 -0.478 1.377  0.22
H 6.467 1.710 0.399  0.22
H 4.203 2.121 -0.451  0.20
H 0.493 -2.078 -1.913  0.24
H 0.583 -2.879 -4.235  0.22
H 1.769 -1.558 -5.961  0.22
H 2.880 0.564 -5.350  0.21
H 2.816 1.365 -3.020  0.21
H -1.030 -0.136 1.848  0.16
H -1.170 -4.260 0.609  0.19
H -2.187 -4.045 -1.465  0.20
H -2.592 -2.133 -2.749  0.20
H -2.204 0.065 -2.231  0.20
H -0.415 1.226 -2.832  0.23
H -0.476 2.369 -4.990  0.21
H -1.864 4.404 -5.290  0.21
H -3.187 5.272 -3.390  0.21
H -3.118 4.122 -1.209  0.21
C -4.533 -1.472 0.572  -1.13
Si -3.194 -1.083 1.808  1.74
C -3.711 0.479 2.721  -1.13
C -3.075 -2.481 3.061  -1.14
C -0.677 -2.170 1.039  -0.50
H -5.495 -1.476 1.093  0.23
H -4.382 -2.442 0.102  0.25
H -4.570 -0.720 -0.217  0.25
H -4.577 0.268 3.355  0.24
H -3.993 1.264 2.018  0.25
H -2.924 0.886 3.360  0.22
H -4.045 -2.628 3.541  0.24
H -2.346 -2.270 3.848  0.22
H -2.801 -3.421 2.577  0.24
H 0.356 -1.992 0.653  0.15
H -0.587 -2.546 2.071  0.20

=====

# 6
Formula: C4H11N2
Source: the OMol25 dataset
Level of theory: the ωB97M-V functional and the def2-TZVPD basis

LUMO = -3.5 eV
Electronic energy = -268.23029 Ha
Energy above the lowest of the compared OMol25 structures with the same formula, charge and spin = 2.030 eV
Spin multiplicity = 1
Frontier orbital gap = 11.106 eV
Net charge = +1

Each line ends with the natural charge from an NBO analysis.
Positions of all 17 atoms, in Å:
C 0.285 -0.702 -0.322  -0.11
C 0.151 0.627 0.328  0.48
C -0.434 -1.900 0.340  -0.62
C 1.139 1.630 0.007  -0.71
N -0.862 0.830 1.132  -0.73
N -0.381 -0.011 -1.417  -0.76
H 1.261 -0.996 -0.652  0.23
H -1.484 -1.648 0.514  0.20
H -0.008 -1.784 1.382  0.24
H -0.213 -2.705 -0.372  0.26
H 0.759 2.588 -0.575  0.29
H 2.047 1.233 -0.510  0.26
H 1.414 2.056 1.022  0.27
H -1.639 0.123 1.239  0.42
H -1.137 1.681 1.704  0.45
H 0.231 -0.030 -2.239  0.40
H -1.301 -0.343 -1.686  0.41